Entry 1:
DFT (wB97M-V/def2-TZVPD) results for a structure of composition C28H61AsF7O19S6 in a non-equilibrium geometry.

```
122
Properties=species:S:1:pos:R:3:forces:R:3
As -8.649 23.030 1.726 -0.74 0.03 1.04
F -10.184 22.636 2.556 1.16 0.57 -1.22
F -7.999 23.460 3.412 -0.36 0.10 -1.42
F -7.061 23.335 1.074 -0.25 0.30 0.09
F -9.234 22.709 0.055 0.40 0.07 2.03
F -9.132 24.742 1.517 0.44 -1.28 0.26
F -8.107 21.396 2.073 -0.51 0.60 -0.54
C -2.403 24.066 2.230 0.41 -1.90 -1.14
C -3.504 24.129 3.252 -0.66 1.98 0.27
C -4.260 22.823 3.210 0.21 -0.20 -0.73
O -3.396 21.979 2.488 -0.19 -1.15 -0.06
C -2.117 22.576 2.324 -0.32 -1.28 -0.29
H -1.482 24.649 2.273 -0.41 0.35 0.52
H -2.818 24.156 1.226 -0.03 0.51 -0.04
H -4.237 24.859 2.907 0.16 0.73 0.62
H -3.046 24.364 4.213 -0.39 0.10 0.30
H -5.165 22.887 2.606 -0.22 0.22 0.17
H -4.549 22.431 4.185 0.25 -0.18 0.24
H -1.780 22.093 1.406 0.59 0.35 -0.01
H -1.521 22.218 3.163 0.54 0.49 0.12
O -8.690 17.498 6.435 -0.59 1.93 -1.44
S -8.694 18.582 5.449 2.82 -1.55 -0.98
O -9.724 18.774 4.455 0.42 -0.03 1.22
O -8.395 19.918 6.279 -0.09 0.27 -0.62
C -8.432 21.204 5.565 -1.66 0.16 0.50
C -7.820 22.191 6.481 1.00 1.32 0.40
C -6.958 18.478 4.576 -2.68 0.23 0.89
H -9.481 21.499 5.593 -0.23 -0.33 -0.64
H -8.096 21.259 4.529 0.27 -0.69 0.18
H -8.017 23.224 6.196 -0.79 0.00 -0.44
H -6.732 22.249 6.467 0.27 -0.89 0.53
H -8.272 22.069 7.466 0.54 -0.07 0.19
H -6.958 17.535 4.029 0.30 -0.01 0.45
H -6.334 18.595 5.461 0.37 -0.39 -0.51
H -6.869 19.294 3.859 -0.09 0.05 0.31
O -7.123 23.000 -5.142 -3.97 -0.10 1.03
S -8.566 22.959 -4.714 2.82 -0.36 3.13
O -9.666 23.042 -5.592 -0.32 -0.09 -1.10
O -8.842 21.584 -3.814 0.93 1.73 -0.89
C -7.743 21.116 -2.966 -1.52 -1.18 0.45
C -8.389 20.131 -1.921 0.56 0.95 -1.06
C -8.904 24.266 -3.392 0.85 -0.05 -0.89
H -7.208 21.926 -2.471 -0.14 0.15 -0.12
H -7.078 20.543 -3.614 0.18 0.19 0.12
H -9.077 20.577 -1.203 0.43 0.43 0.01
H -7.509 19.710 -1.434 -0.39 -0.45 0.25
H -8.995 19.386 -2.436 0.45 -0.24 -0.13
H -8.087 24.406 -2.684 0.21 -0.46 -0.18
H -9.822 24.131 -2.820 -0.03 -0.55 -0.50
H -8.963 25.192 -3.965 -0.12 -0.04 -0.10
O -13.775 21.141 5.094 -0.05 -0.27 -0.70
S -14.340 22.382 4.671 -1.13 2.42 0.76
O -15.704 22.733 5.097 2.64 -0.41 -1.03
O -13.337 23.553 5.295 -0.31 -0.25 -0.73
C -11.918 23.221 5.526 -0.41 -0.72 -0.33
C -11.079 24.449 5.843 -1.23 -0.25 0.27
C -14.157 22.744 2.829 0.51 -0.80 1.39
H -11.488 22.738 4.649 -0.25 -0.22 -0.07
H -11.937 22.509 6.351 0.26 0.05 0.00
H -11.685 25.043 6.526 0.28 0.35 0.07
H -10.840 25.018 4.944 0.09 -0.02 0.11
H -10.191 24.100 6.369 0.11 0.17 -0.16
H -13.301 22.136 2.540 -0.12 -0.14 -0.15
H -13.878 23.785 2.665 -0.44 -0.02 0.33
H -15.071 22.437 2.320 0.11 0.10 0.19
O -12.830 27.095 -1.817 0.33 0.75 1.50
S -13.217 27.052 -0.417 -1.02 -1.45 -0.42
O -14.086 28.056 0.170 1.43 -1.29 -0.59
O -14.000 25.605 -0.307 0.91 0.97 0.44
C -13.901 24.623 -1.365 -2.05 -0.21 -0.87
C -15.162 24.814 -2.285 1.56 -0.14 0.69
C -11.803 26.579 0.676 -0.16 0.13 -1.25
H -13.959 23.648 -0.882 -0.11 0.13 0.33
H -13.007 24.562 -1.986 0.29 0.89 0.37
H -15.114 24.014 -3.024 -0.42 0.02 -0.07
H -15.089 25.780 -2.786 -0.02 -0.07 -0.03
H -16.066 24.794 -1.676 0.03 -0.19 -0.16
H -11.447 25.678 0.177 -0.11 -0.20 0.26
H -12.114 26.377 1.701 -0.19 0.17 -0.27
H -10.961 27.268 0.607 -0.41 0.40 0.10
O -3.455 26.699 -0.262 -1.90 0.80 -0.34
S -4.823 27.161 -0.546 1.34 -1.89 -0.36
O -5.122 28.567 -0.498 -0.13 -0.99 0.04
O -5.272 26.550 -2.003 -1.40 2.21 2.28
C -4.329 25.934 -2.782 1.11 -2.11 -2.36
C -5.035 25.334 -4.020 -0.74 -0.09 -0.23
C -5.982 26.175 0.489 1.26 1.78 -1.14
H -3.860 25.165 -2.168 0.37 -0.10 -0.33
H -3.577 26.601 -3.204 0.10 0.32 0.53
H -4.381 24.988 -4.820 0.51 0.21 0.32
H -5.694 26.061 -4.495 0.22 0.49 0.09
H -5.721 24.496 -3.897 0.22 -0.16 0.79
H -5.778 26.678 1.434 -0.57 -0.38 0.27
H -5.695 25.123 0.472 -0.18 0.25 -0.08
H -6.932 26.432 0.020 -0.23 -0.41 0.58
O -5.754 17.274 0.939 1.97 1.55 1.31
S -4.896 18.309 1.534 -0.81 1.39 -2.63
O -4.570 18.352 2.937 0.18 -0.65 -0.68
O -3.498 18.531 0.615 -2.62 -1.70 1.51
C -2.295 18.474 1.331 1.99 0.28 -0.52
C -1.278 17.878 0.310 0.46 1.03 1.44
C -5.513 19.967 1.077 -0.54 -1.06 0.68
H -2.236 18.037 2.328 -0.92 -1.16 -0.37
H -2.094 19.495 1.654 0.61 0.45 -0.60
H -0.399 17.567 0.874 0.10 -0.24 -0.06
H -0.921 18.692 -0.322 -0.22 -0.22 -0.40
H -1.655 17.035 -0.270 -0.20 0.23 0.18
H -6.151 19.922 0.194 0.33 -0.14 0.00
H -4.650 20.625 0.973 -0.27 -0.09 0.18
H -6.154 20.214 1.922 0.11 0.40 -0.12
F -4.508 29.366 4.433 -0.70 -2.02 0.59
C -4.879 28.157 4.880 -0.24 0.76 -0.19
C -5.910 27.425 4.232 -0.92 -0.63 -0.47
C -6.274 26.148 4.660 0.26 2.28 -0.15
C -5.574 25.554 5.716 -0.35 0.83 -0.27
C -4.610 26.350 6.452 0.20 1.69 -0.09
C -4.361 27.677 6.083 0.69 -1.22 -0.26
H -6.470 27.962 3.481 -0.10 -0.11 -0.24
H -7.209 25.686 4.382 0.15 -0.21 -0.82
H -6.031 24.588 5.870 0.95 -0.50 1.13
H -4.090 26.069 7.356 -0.18 -0.75 -0.06
H -3.646 28.350 6.533 0.10 -0.35 0.62
```
Positions in Å, forces in eV/Å.

The calculation puts the calculated total energy at -213792.7903 eV. The calculation puts the HOMO energy (alpha / beta) at -10.36 / -10.36 eV. For the lowest unoccupied orbital energy (alpha / beta), the calculation gives -3.078 / -7.047 eV. As for the spin multiplicity: 2. The gap between HOMO and LUMO (alpha / beta) is 7.28 / 3.32 eV.


Entry 2:
DFT (wB97M-V/def2-TZVPD) results for a cluster of 3 separate species, C28H61BIN3O6PSi in total in a non-equilibrium geometry.

```
102
Properties=species:S:1:pos:R:3:forces:R:3
C 6.559 1.422 -0.695 0.25 -0.69 0.25
C 5.894 2.871 -0.252 1.55 -0.29 0.42
O 4.815 3.332 -1.143 -0.84 -1.00 2.25
C 3.483 3.068 -0.576 -0.95 -0.11 -0.08
C 2.857 4.312 0.306 2.22 0.67 -0.49
O 1.493 4.699 -0.087 -0.07 -2.18 1.80
C 0.466 3.911 0.631 0.21 0.35 0.35
C 0.104 2.481 -0.106 -1.31 -2.64 -1.89
N 0.853 1.203 0.326 -4.00 0.80 -3.37
C 0.553 -0.180 -0.291 -1.62 3.07 -0.75
P 1.554 -1.690 0.419 -1.75 -1.16 0.59
O 0.582 -2.314 1.758 1.52 3.39 -0.72
I 3.746 -0.861 1.290 -1.20 0.12 -0.04
C -0.550 -0.405 -1.488 0.34 4.73 2.21
B -0.896 -1.841 -2.230 0.36 -2.75 -1.03
O 0.223 -2.564 -2.873 -1.87 1.18 2.74
O -2.245 -2.433 -2.333 3.00 1.23 1.30
C -2.715 -2.979 -1.049 -1.16 -0.32 0.95
C -1.386 0.915 -1.996 3.50 0.23 3.78
C -1.038 2.371 -1.278 1.09 -2.59 -0.02
C -1.966 3.653 -1.819 0.28 -1.08 0.45
C -3.438 3.447 -1.052 1.11 0.49 -1.12
O -3.125 2.815 0.239 -2.42 -0.21 -1.36
Si -4.389 1.718 0.775 0.28 -0.38 1.36
C -4.731 0.229 -0.396 -0.01 -1.27 -0.13
C -3.734 0.936 2.454 0.02 -0.09 0.37
C -6.063 2.566 1.212 -0.71 0.34 0.62
H 6.343 1.127 -1.813 0.34 0.85 2.24
H 7.742 1.432 -0.546 -2.63 0.16 -0.32
H 6.170 0.524 -0.014 0.71 2.00 -1.48
H 6.780 3.667 -0.297 -2.19 -1.58 0.06
H 5.525 2.782 0.869 0.70 0.32 -2.27
H 3.516 2.131 0.157 0.03 1.63 -1.83
H 2.729 2.902 -1.483 1.73 0.17 1.92
H 3.555 5.257 0.096 -1.70 -2.03 0.35
H 2.993 4.057 1.440 -0.76 0.58 -1.88
H 0.858 3.702 1.719 -0.80 0.10 -2.03
H -0.469 4.630 0.750 1.77 -1.98 -0.60
H 1.552 1.341 1.110 -1.00 -0.64 -1.33
H 0.452 -1.585 2.456 0.15 -1.61 -1.27
H 0.927 -2.788 -2.195 -0.89 0.65 -1.24
H -2.102 -2.483 -0.170 -1.41 -1.11 -1.48
H -2.645 -4.169 -0.982 0.26 2.68 -0.41
H -3.877 -2.732 -0.959 2.65 -0.37 -0.11
H -2.205 0.768 -2.830 1.81 0.54 1.87
H -1.474 4.694 -1.574 -0.92 -2.28 -0.48
H -2.093 3.515 -2.996 0.39 0.42 2.65
H -3.950 4.500 -0.949 0.94 -2.14 0.01
H -4.081 2.779 -1.778 1.08 1.15 1.63
H -3.937 -0.627 -0.162 -1.59 1.89 -0.70
H -5.781 -0.227 -0.057 2.17 1.05 -0.97
H -4.726 0.478 -1.540 -0.18 -0.68 2.12
H -4.574 0.211 2.827 1.57 1.27 -0.62
H -3.596 1.772 3.281 -0.06 -1.85 -1.68
H -2.757 0.292 2.284 -1.88 1.42 0.51
H -6.730 1.743 1.745 1.32 1.65 -1.19
H -6.644 2.967 0.277 1.02 -0.61 1.89
H -5.887 3.411 2.023 -0.48 -1.57 -1.84
C -3.556 -3.779 -5.233 -0.02 -0.11 -0.05
C -4.733 -3.094 -4.543 -0.03 0.02 -0.34
N -5.868 -2.808 -5.427 -0.17 0.26 -0.05
C -6.874 -1.937 -4.809 0.25 0.10 -0.15
C -7.630 -2.479 -3.599 -0.31 -0.01 0.18
C -6.410 -3.946 -6.177 0.40 -0.03 -0.08
C -6.927 -5.135 -5.371 -0.29 -0.25 0.00
H -3.186 -3.184 -6.073 -0.13 -0.09 0.06
H -2.733 -3.905 -4.521 -0.16 0.06 -0.07
H -3.819 -4.777 -5.599 0.03 0.13 -0.01
H -4.354 -2.145 -4.142 -0.29 -0.01 -0.03
H -5.035 -3.700 -3.683 0.03 -0.12 0.22
H -7.603 -1.628 -5.569 0.17 -0.20 -0.02
H -6.376 -1.006 -4.507 0.15 -0.14 -0.05
H -8.394 -3.201 -3.892 0.13 0.01 0.10
H -8.149 -1.659 -3.092 0.04 -0.05 -0.05
H -6.968 -2.946 -2.865 -0.03 0.00 -0.08
H -5.634 -4.310 -6.860 0.03 0.14 0.16
H -7.209 -3.598 -6.841 0.07 0.22 0.19
H -6.273 -5.396 -4.535 -0.02 0.05 -0.06
H -6.997 -6.015 -6.018 0.02 0.08 0.07
H -7.931 -4.949 -4.982 0.16 -0.07 0.07
C 9.301 0.543 6.203 0.00 -0.14 0.01
C 7.968 0.934 5.570 0.15 -0.10 -0.09
N 7.419 -0.067 4.650 -0.25 -0.08 -0.42
C 6.279 0.429 3.873 0.45 0.18 0.09
C 5.008 0.792 4.635 -0.36 -0.02 0.03
C 7.260 -1.423 5.186 0.38 0.11 0.12
C 6.366 -1.593 6.411 -0.25 -0.23 0.15
H 10.058 0.336 5.441 -0.15 -0.03 0.08
H 9.668 1.364 6.828 -0.11 -0.10 -0.11
H 9.206 -0.335 6.850 0.04 0.09 -0.09
H 8.146 1.863 5.012 -0.24 -0.18 -0.09
H 7.261 1.180 6.368 -0.07 0.09 0.16
H 6.025 -0.301 3.093 0.19 -0.16 0.15
H 6.608 1.320 3.321 0.14 -0.04 0.14
H 4.451 -0.098 4.936 0.05 0.10 0.08
H 4.344 1.375 3.988 0.03 0.02 0.01
H 5.209 1.398 5.523 0.01 -0.09 -0.10
H 8.254 -1.814 5.433 -0.06 0.22 -0.05
H 6.901 -2.089 4.394 -0.02 0.25 -0.12
H 6.519 -0.811 7.160 0.02 -0.04 -0.09
H 6.580 -2.552 6.893 -0.02 0.11 -0.04
H 5.308 -1.608 6.137 0.08 0.08 0.13
```
Positions in Å, forces in eV/Å.

The calculation puts the calculated total energy at -72708.6447 eV. The calculation puts the HOMO energy at -9.62 eV. For the lowest unoccupied orbital energy, the calculation gives -5.048 eV. The charge is +1. As for the spin multiplicity: 1. The gap between HOMO and LUMO is 4.57 eV.